(1)
The following is a quantum chemistry calculation of a 11-piece molecular cluster, C30H49Cl8N5O4 overall, from OMol25.

XYZ file:
```
96
Properties=species:S:1:pos:R:3
N 4.64 5.70 -8.67
C 4.33 5.97 -7.35
C 3.53 4.94 -6.89
C 3.18 4.14 -7.98
C 3.92 4.58 -9.08
H 5.18 6.33 -9.25
H 4.73 6.83 -6.82
H 3.15 4.91 -5.88
H 2.53 3.28 -8.06
H 3.98 4.33 -10.13
N 9.39 1.14 0.01
C 8.30 0.73 0.78
C 8.69 0.81 2.11
C 9.99 1.26 2.16
C 10.42 1.55 0.88
H 9.39 1.29 -0.99
H 7.41 0.38 0.27
H 8.04 0.51 2.92
H 10.48 1.49 3.10
H 11.34 2.01 0.54
N 5.58 -5.87 -6.81
C 5.56 -6.04 -5.46
C 4.66 -5.16 -4.90
C 4.17 -4.35 -5.97
C 4.77 -4.79 -7.11
H 6.03 -6.41 -7.53
H 6.21 -6.76 -4.98
H 4.53 -4.99 -3.84
H 3.47 -3.53 -5.83
H 4.61 -4.52 -8.15
N -6.28 3.42 7.37
C -5.50 3.65 8.47
C -6.15 4.57 9.26
C -7.42 4.81 8.69
C -7.52 4.09 7.52
H -6.02 2.75 6.66
H -4.45 3.40 8.53
H -5.75 4.94 10.20
H -8.15 5.55 8.98
H -8.31 4.11 6.79
N -2.79 -3.98 -6.63
C -3.63 -3.34 -5.78
C -3.58 -1.98 -5.99
C -2.82 -1.81 -7.18
C -2.16 -3.02 -7.37
H -2.54 -4.95 -6.64
H -4.23 -3.89 -5.08
H -4.14 -1.25 -5.43
H -2.53 -0.93 -7.74
H -1.36 -3.17 -8.07
C 3.59 -7.33 2.97
Cl 4.05 -5.61 2.85
Cl 4.88 -8.25 2.20
Cl 3.55 -7.83 4.67
Cl 2.04 -7.64 2.16
C 4.20 8.02 0.70
Cl 4.85 9.30 1.79
Cl 3.60 6.66 1.59
Cl 2.97 8.69 -0.34
Cl 5.59 7.48 -0.24
C 0.40 0.56 0.21
C -0.98 1.08 0.56
O -1.31 0.73 1.91
H 0.48 -0.51 0.41
H 1.04 1.09 0.92
H 0.62 0.82 -0.82
H -1.82 0.63 0.02
H -0.97 2.15 0.38
H -2.19 0.36 1.78
C -9.63 0.00 -0.93
C -10.69 -1.02 -0.46
O -10.50 -1.19 0.90
H -8.63 -0.23 -0.56
H -9.92 1.01 -0.65
H -9.52 -0.03 -2.02
H -10.60 -1.99 -0.95
H -11.71 -0.68 -0.60
H -11.38 -1.01 1.23
C -5.50 -4.26 1.56
C -5.52 -3.58 2.97
O -5.97 -2.25 2.75
H -4.79 -3.78 0.88
H -6.48 -4.36 1.09
H -5.20 -5.29 1.73
H -4.56 -3.47 3.47
H -6.16 -4.04 3.73
H -6.86 -2.38 2.42
C 2.56 1.30 8.60
C 2.75 0.01 7.79
O 1.49 -0.39 7.31
H 1.73 1.21 9.30
H 2.36 2.22 8.04
H 3.53 1.59 9.00
H 3.11 -0.78 8.45
H 3.48 0.19 7.00
H 1.17 0.12 6.56
```

E_HOMO: -8.14 eV
SMILES string: ClC(Cl)(Cl)Cl.ClC(Cl)(Cl)Cl.c1cc[nH]c1.c1cc[nH]c1.c1cc[nH]c1.c1cc[nH]c1.c1cc[nH]c1.CCO.CCO.CCO.CCO
net charge: 0
LUMO energy: 0.22 eV
frontier orbital gap: 8.353 eV

(2)
The following is a quantum chemistry calculation of a 6-piece molecular cluster, C30H49N4O17 overall, from OMol25.

XYZ file:
```
100
Properties=species:S:1:pos:R:3
C 4.33 -1.05 1.45
C 4.81 0.32 0.70
O 6.08 0.73 0.95
O 4.00 1.13 -0.24
C 2.59 1.16 0.17
C 1.70 2.37 -0.56
C 0.12 2.15 -0.07
C -0.34 3.30 1.00
C -1.32 2.80 2.21
C -2.39 1.63 1.80
N -3.34 2.01 0.67
C -4.07 0.98 0.11
N -4.00 -0.46 0.60
C -4.97 -1.10 -0.37
N -5.50 -0.05 -1.32
N -5.01 1.23 -1.06
H 4.97 -1.96 1.06
H 3.19 -1.32 1.33
H 4.61 -0.94 2.60
H 2.11 0.09 0.00
H 2.57 1.31 1.35
H 2.13 3.42 -0.22
H 1.81 2.19 -1.73
H 0.07 1.05 0.33
H -0.56 2.19 -1.05
H 0.65 3.70 1.51
H -0.84 4.18 0.40
H -1.96 3.75 2.55
H -0.67 2.45 3.12
H -1.78 0.69 1.43
H -3.03 1.23 2.73
H -3.46 2.98 0.30
H -5.16 -2.25 -0.27
H -6.17 -0.25 -2.11
H -5.20 2.13 -1.56
C -0.51 -4.58 -0.90
C -0.14 -3.21 -1.43
C 0.98 -2.57 -0.68
O 0.71 -1.19 -0.83
C -0.65 -1.08 -0.98
O -1.27 -0.04 -0.91
O -1.21 -2.30 -1.24
H -1.24 -5.06 -1.56
H 0.37 -5.23 -0.83
H -0.98 -4.51 0.09
H 0.08 -3.26 -2.51
H 1.96 -2.81 -1.10
H 0.99 -2.81 0.39
C -1.11 2.85 -4.47
C -2.51 2.39 -4.11
C -3.40 2.22 -5.30
O -4.68 2.48 -4.77
C -4.50 3.33 -3.71
O -5.39 3.95 -3.16
O -3.18 3.39 -3.36
H -0.46 2.84 -3.58
H -0.66 2.21 -5.23
H -1.11 3.89 -4.83
H -2.46 1.48 -3.50
H -3.35 1.21 -5.71
H -3.20 2.94 -6.10
C -7.80 -4.65 -2.53
C -6.44 -4.21 -3.04
C -6.29 -4.35 -4.53
O -4.91 -4.58 -4.69
C -4.48 -5.17 -3.53
O -3.40 -5.72 -3.40
O -5.42 -5.07 -2.55
H -7.90 -4.40 -1.47
H -8.61 -4.15 -3.08
H -7.92 -5.73 -2.62
H -6.21 -3.19 -2.71
H -6.60 -3.45 -5.06
H -6.84 -5.21 -4.94
C 8.31 -3.70 4.32
C 7.96 -4.65 3.19
C 8.80 -4.43 1.97
O 7.93 -4.84 0.92
C 6.66 -4.64 1.37
O 5.67 -4.67 0.67
O 6.65 -4.41 2.72
H 7.76 -3.98 5.23
H 9.38 -3.70 4.54
H 8.00 -2.67 4.08
H 8.02 -5.69 3.53
H 9.71 -5.03 1.97
H 9.06 -3.38 1.80
C 2.61 6.54 6.17
C 2.26 5.59 5.04
C 3.10 5.81 3.81
O 2.23 5.40 2.77
C 0.96 5.59 3.22
O -0.03 5.57 2.52
O 0.95 5.83 4.57
H 2.06 6.26 7.08
H 3.68 6.53 6.39
H 2.30 7.56 5.93
H 2.32 4.55 5.38
H 4.01 5.21 3.82
H 3.36 6.86 3.65
```

E_HOMO: -11.54 eV
energy relative to the best compared isomer or geometry (same formula, charge and spin): 7.980 eV
net charge: +1
LUMO energy: -3.29 eV
frontier orbital gap: 8.245 eV

(3)
The following is a quantum chemistry calculation of an isolated ion of composition C30H50Br2FN4O3 and charge +1, from OMol25.

XYZ file:
```
90
Properties=species:S:1:pos:R:3
C 1.33 5.00 0.49
C 1.74 3.56 1.25
O 1.06 2.40 0.77
C -0.07 1.85 1.46
C -0.75 2.71 2.68
F -1.82 1.95 3.43
C -1.36 4.17 2.39
C -0.67 5.34 3.37
C 0.51 0.49 2.26
C 2.15 0.33 2.10
C 2.82 -0.92 2.93
C 2.91 -0.72 4.55
C 4.01 0.35 5.21
C 4.14 0.51 6.85
C 3.22 -0.37 7.90
C 2.10 -1.41 7.28
C 1.96 -1.58 5.63
N -0.27 -0.78 1.89
O -1.50 -0.83 2.46
C -0.24 -1.08 0.41
C -0.92 -2.50 -0.04
Br -0.16 -3.00 -1.85
C -2.54 -2.59 -0.02
C -3.06 -3.85 0.94
Br -3.10 -3.13 -1.91
C -0.74 0.25 -0.40
C 0.24 0.53 -1.69
C -0.57 0.46 -3.15
C 0.35 -0.11 -4.38
C -0.28 -1.38 -5.20
N -1.77 -1.30 -5.46
C -2.39 -2.67 -5.71
C -2.04 -0.34 -6.60
C -2.32 1.25 -6.15
O -2.02 -0.65 -7.90
N -1.09 1.44 0.44
C -1.54 2.51 -0.51
H 2.22 5.40 -0.19
H 0.40 4.89 -0.21
H 1.09 5.86 1.26
H 2.89 3.43 0.94
H 1.81 3.69 2.43
H 0.11 2.84 3.50
H -2.51 4.19 2.69
H -1.29 4.59 1.31
H -1.42 5.62 4.24
H 0.33 4.98 3.86
H -0.51 6.34 2.76
H 0.34 0.59 3.44
H 2.50 0.22 0.98
H 2.64 1.31 2.58
H 3.94 -1.01 2.54
H 2.33 -1.97 2.73
H 4.72 0.98 4.51
H 4.95 1.25 7.30
H 3.39 -0.22 9.06
H 1.45 -2.04 8.05
H 1.15 -2.38 5.28
H 0.22 -1.61 2.34
H -2.21 -0.49 1.84
H 0.92 -1.20 0.14
H -0.50 -3.33 0.70
H -3.12 -1.59 0.19
H -4.24 -3.91 0.98
H -2.73 -4.83 0.33
H -2.54 -3.89 1.98
H -1.78 -0.08 -0.91
H 1.10 -0.29 -1.82
H 0.79 1.56 -1.69
H -1.51 -0.23 -3.06
H -0.98 1.55 -3.38
H 0.49 0.77 -5.18
H 1.42 -0.40 -4.00
H -0.06 -2.43 -4.73
H 0.25 -1.38 -6.27
H -2.33 -3.02 -6.84
H -3.55 -2.65 -5.43
H -1.92 -3.53 -5.07
H -2.97 1.80 -6.96
H -1.26 1.79 -6.07
H -2.80 1.26 -5.08
H -0.70 3.17 -0.98
H -2.35 3.26 -0.05
H -2.11 2.01 -1.43
C 1.32 -6.48 -4.38
C 0.70 -5.47 -3.44
N 0.18 -4.63 -2.65
H 0.67 -6.62 -5.25
H 2.30 -6.12 -4.72
H 1.45 -7.44 -3.88
```

E_HOMO: -9.62 eV
net charge: +1
LUMO energy: -2.37 eV
frontier orbital gap: 7.243 eV